# C26H26FN4O2

2 unconnected molecules or ions with the total composition C26H26FN4O2 (ωB97M-V with the def2-TZVPD basis set, the Open Molecules 2025 dataset).

Geometry (Å):
F 5.097 3.661 3.255
C 3.801 3.330 2.941
C 3.515 2.006 2.591
C 2.211 1.701 2.233
C 1.169 2.675 2.306
C -0.132 2.205 2.019
C -1.355 2.911 2.153
C -2.520 2.117 2.379
C -3.696 2.699 2.814
C -3.758 4.092 2.993
C -2.679 4.909 2.617
C -1.504 4.336 2.146
C 1.512 3.991 2.754
C 2.835 4.332 3.009
H 4.288 1.240 2.600
H 1.933 0.687 1.932
H -0.229 1.150 1.872
H -2.412 1.036 2.281
H -4.557 2.064 3.030
H -4.670 4.541 3.395
H -2.743 5.995 2.709
H -0.682 4.960 1.804
H 0.730 4.712 2.956
H 3.089 5.351 3.291
C -1.906 1.378 -4.511
C -1.786 0.834 -3.111
O -2.361 1.322 -2.143
N -0.959 -0.303 -3.007
C -0.711 -1.161 -4.162
C -0.830 -2.625 -3.778
N -0.003 -2.916 -2.624
C 0.153 -4.326 -2.347
C 1.258 -4.552 -1.333
N 1.075 -3.716 -0.157
C 1.417 -4.214 1.124
C 2.324 -5.416 1.099
O 0.990 -3.718 2.164
C 0.562 -2.425 -0.328
C 0.562 -1.458 0.692
N 0.154 -0.195 0.495
C -0.349 0.180 -0.686
C -0.440 -0.697 -1.770
C 0.070 -2.013 -1.594
H -0.916 1.438 -4.988
H -2.571 0.744 -5.118
H -2.350 2.376 -4.456
H -1.445 -0.944 -4.941
H 0.298 -0.971 -4.568
H -1.892 -2.883 -3.583
H -0.468 -3.256 -4.602
H -0.799 -4.767 -1.979
H 0.412 -4.815 -3.297
H 1.233 -5.603 -1.036
H 2.233 -4.348 -1.805
H 3.172 -5.247 0.421
H 2.690 -5.579 2.114
H 1.772 -6.313 0.787
H 0.880 -1.706 1.694
H -0.713 1.193 -0.745

Total charge: +1
Spin multiplicity: 1
Strongest force on any atom (eV/A): 1.92
Relative energy (zero: lowest compared OMol25 entry of this formula, charge and spin) (kJ/mol): 45.7
HOMO-LUMO gap (eV): 5.1
DFT total energy (a.u.): -1475.50079